1.
{"formula": "C9H29BN3O10P2", "method": "ωB97M-V/def2-TZVPD", "homo_ha": -0.390, "total_charge": 1, "lumo_ev": -5.943, "homo_lumo_gap_ev": 4.68, "elements": ["C", "C", "O", "B", "O", "N", "C", "N", "N", "H", "H", "H", "H", "H", "H", "H", "H", "H", "H", "H", "C", "O", "P", "O", "O", "C", "O", "C", "H", "H", "H", "H", "H", "H", "H", "H", "H", "C", "O", "P", "O", "O", "C", "O", "C", "H", "H", "H", "H", "H", "H", "H", "H", "H"], "coordinates": [[7.001399, -2.507364, 2.119778], [6.579840, -1.880544, 0.679837], [5.362627, -1.088794, 0.608974], [4.840989, -0.642200, 1.904497], [5.099101, 0.654600, 2.573349], [3.907216, -1.641463, 2.631795], [3.028827, -2.468009, 1.949250], [1.505006, -2.318815, 2.086821], [3.480229, -3.611875, 1.020010], [6.185028, -3.217402, 2.622041], [7.920361, -3.241013, 1.905035], [7.445918, -1.721384, 2.900876], [6.429928, -2.805476, -0.061287], [7.492827, -1.276990, 0.206613], [5.071973, 0.565696, 3.574752], [3.976173, -1.743379, 3.672350], [1.264602, -1.317242, 2.308613], [1.205070, -2.852281, 2.952384], [2.929764, -4.479486, 1.279448], [4.490835, -3.801479, 1.207500], [2.407234, 3.956583, 0.796203], [1.309500, 3.309452, 1.406618], [0.128997, 2.697553, 0.299798], [-0.987407, 3.265822, 1.180493], [0.461346, 1.164195, 0.791715], [1.707590, 0.621923, 0.419628], [-1.051507, 2.085654, -0.807022], [-1.465347, 3.036435, -1.769042], [2.596074, 4.899302, 1.315317], [3.290134, 3.319223, 0.883498], [2.212819, 4.162830, -0.260545], [2.413409, 0.739296, 1.249085], [2.108954, 1.119012, -0.469248], [1.582811, -0.441743, 0.208066], [-0.606737, 3.352084, -2.367122], [-1.915568, 3.904115, -1.279450], [-2.206112, 2.573731, -2.425619], [-5.470204, 1.540085, -0.780097], [-5.920975, 1.554484, -2.119127], [-6.099740, -0.010458, -2.834711], [-5.407854, 0.493949, -4.104270], [-7.718329, 0.239927, -2.979971], [-8.479757, 0.249659, -1.794323], [-6.278505, -1.575399, -3.550296], [-5.143460, -2.402594, -3.382511], [-4.669977, 2.275536, -0.667811], [-6.298720, 1.812473, -0.122277], [-5.091832, 0.553573, -0.496053], [-8.634045, 1.285782, -1.474008], [-7.978672, -0.304846, -0.994493], [-9.450608, -0.208554, -1.992325], [-4.959340, -2.562669, -2.317137], [-4.265427, -1.944992, -3.846113], [-5.336457, -3.366525, -3.859490]], "forces_ev_per_a": [[1.17, -0.70, 0.17], [1.76, -1.71, -0.99], [-0.84, 1.16, 3.46], [1.55, 0.92, -0.31], [-0.33, -4.09, -0.39], [0.19, 0.00, -1.51], [-1.38, -3.15, -0.91], [3.58, -0.12, 1.44], [-0.97, 3.07, 4.68], [1.63, 1.76, -1.05], [-2.01, 1.66, 0.36], [-1.33, -1.59, -1.70], [0.17, 2.02, 1.56], [-2.09, -1.09, 1.29], [-0.23, 0.34, -1.80], [-1.09, 0.53, -1.28], [0.69, -1.09, -0.22], [0.22, 0.23, -1.46], [0.20, 1.42, -0.93], [-0.99, 0.44, -0.34], [0.94, 0.44, 0.09], [0.48, -0.11, -3.20], [-6.40, -1.91, 7.63], [1.13, 0.55, -1.22], [0.06, -0.11, -0.92], [0.19, 0.02, 0.03], [3.44, 0.33, -1.42], [-0.48, 0.55, -0.60], [0.01, -0.07, -0.11], [0.18, 0.13, -0.15], [0.29, 0.22, 0.08], [0.17, 0.15, -0.04], [0.23, -0.29, 0.04], [-0.06, 0.08, -0.22], [-0.29, 0.04, -0.22], [0.03, -0.03, -0.02], [0.13, -0.04, 0.13], [0.11, 0.54, 0.79], [0.45, -2.70, 1.78], [-2.39, 4.44, -9.09], [0.71, -0.61, 1.54], [0.87, -1.08, 0.30], [-0.38, 0.33, 0.41], [0.02, -0.24, 3.65], [0.47, -0.42, -0.14], [-0.03, -0.09, 0.09], [0.13, -0.05, 0.22], [0.14, 0.20, 0.28], [0.01, -0.14, 0.09], [-0.24, -0.01, 0.13], [0.14, -0.01, 0.02], [0.15, -0.29, -0.11], [0.00, -0.02, 0.01], [-0.08, 0.17, 0.06]]}

=====

2.
{"formula": "C9H32HfN16O11", "method": "ωB97M-V/def2-TZVPD", "homo_ha": -0.483, "total_charge": 2, "lumo_ev": -8.647, "homo_lumo_gap_ev": 4.49, "elements": ["Hf", "C", "O", "O", "O", "C", "O", "N", "N", "H", "H", "H", "H", "C", "O", "N", "N", "H", "H", "H", "H", "C", "O", "N", "N", "H", "H", "H", "H", "C", "O", "N", "N", "H", "H", "H", "H", "C", "O", "N", "N", "H", "H", "H", "H", "C", "O", "N", "N", "H", "H", "H", "H", "C", "O", "N", "N", "H", "H", "H", "H", "C", "O", "N", "N", "H", "H", "H", "H"], "coordinates": [[-1.245243, -0.950549, -0.188596], [0.857957, 0.714742, -0.206845], [0.133123, 0.559154, -1.256045], [-0.017472, 0.867634, 0.677342], [1.132522, -0.480457, 0.032401], [1.094545, 2.669251, -3.899624], [1.261386, 3.112011, -5.030549], [0.071432, 2.958935, -3.082054], [1.856256, 1.631936, -3.486228], [-0.706984, 3.498235, -3.426496], [-0.235718, 2.169981, -2.516067], [1.752026, 1.367414, -2.526524], [2.627770, 1.342888, -4.062386], [4.781924, -1.165718, 0.370478], [4.175974, -1.875191, 1.193665], [6.102178, -1.055819, 0.518402], [4.166929, -0.520581, -0.653399], [6.295110, -1.630972, 1.327040], [6.746484, -0.356341, 0.194102], [3.165311, -0.612440, -0.685616], [4.609739, 0.314483, -1.000888], [2.896876, -4.561395, -1.077510], [4.021820, -4.992130, -0.831335], [2.475088, -3.370399, -0.654030], [2.024274, -5.256646, -1.810563], [1.539305, -3.012052, -0.635850], [3.160742, -2.787080, -0.183446], [1.112898, -4.863533, -1.958543], [2.320628, -6.133324, -2.203968], [0.201796, -2.584474, 2.478056], [-0.447433, -2.391365, 1.415688], [1.370205, -2.032460, 2.724579], [-0.354981, -3.186671, 3.516249], [1.886217, -1.478687, 2.051542], [1.705963, -1.878066, 3.661558], [0.156774, -3.499476, 4.324630], [-1.304014, -3.502646, 3.403781], [-0.396917, 3.733098, 2.819985], [-0.942876, 4.786027, 3.107285], [-0.226839, 2.652115, 3.588546], [0.183844, 3.474774, 1.607004], [-0.471453, 2.616192, 4.564703], [0.495458, 2.033323, 3.258024], [0.030799, 4.066448, 0.807604], [0.507861, 2.531800, 1.426944], [-2.526474, -0.462865, -3.471228], [-2.063015, -0.692511, -2.341931], [-2.652092, 0.746362, -3.993487], [-2.883229, -1.406977, -4.382273], [-2.843652, 0.745323, -4.981769], [-2.101044, 1.531077, -3.677913], [-3.279744, -1.209953, -5.284862], [-2.940712, -2.365436, -4.074795], [-3.168555, 2.033694, -0.325643], [-2.800790, 0.863130, -0.155834], [-4.306401, 2.439589, -0.910423], [-2.428772, 3.080538, 0.052187], [-4.464590, 3.417873, -1.068095], [-4.886291, 1.749637, -1.360852], [-2.757762, 3.955936, -0.310461], [-1.552429, 2.893277, 0.520628], [-2.651172, -0.130311, 3.137543], [-2.094510, -0.538827, 2.068318], [-3.254258, -1.039333, 3.902473], [-2.650499, 1.134891, 3.429915], [-3.922191, -0.778951, 4.611625], [-3.082080, -2.024024, 3.820808], [-1.903894, 1.674903, 3.032110], [-3.357097, 1.460968, 4.070943]], "forces_ev_per_a": [[3.99, 7.47, 2.64], [-7.86, -8.75, 0.35], [-2.36, 3.35, -9.62], [-4.32, 7.80, 8.30], [9.39, -7.39, 1.13], [1.00, -0.80, -3.86], [-0.35, 0.67, 0.90], [-2.12, 0.11, 1.94], [0.23, -0.21, 0.98], [0.50, 0.37, -0.39], [0.30, 0.29, 0.21], [0.44, -0.52, -0.12], [0.02, 0.12, 0.16], [-0.56, 0.10, 0.73], [-0.66, 0.20, -0.76], [0.52, -0.49, 0.72], [0.11, 0.28, -0.09], [0.99, 0.35, -0.06], [-0.19, -0.09, -0.21], [0.00, 0.15, -0.01], [-0.14, -0.14, -0.31], [2.24, -1.44, 0.25], [-0.62, 0.52, -0.18], [-0.09, 2.33, 0.90], [-1.24, -0.55, -0.62], [-0.05, -0.36, -0.26], [-0.19, -0.43, 0.34], [0.02, -0.47, -0.40], [-0.21, 0.05, 0.05], [0.73, 1.72, 1.11], [-1.19, 0.07, -3.23], [1.16, 0.91, -0.40], [-1.43, -0.98, 0.25], [-0.10, -0.38, -0.59], [-0.11, -0.55, 0.10], [0.11, 0.01, -0.13], [0.20, -0.29, 0.05], [0.00, 2.60, -0.89], [-0.04, -1.10, -0.06], [0.02, -1.85, 1.40], [0.30, 0.03, -1.02], [0.22, 0.45, -0.02], [-0.04, -0.24, 0.55], [0.27, 0.39, 0.34], [-0.31, 0.52, -0.10], [-0.22, -0.57, -2.85], [0.71, -1.49, 2.83], [0.15, 1.41, 0.02], [0.19, -1.11, 1.78], [-0.05, 0.44, -0.02], [0.01, -0.14, 0.26], [0.03, 0.20, 0.05], [0.01, 0.02, -0.12], [0.52, 2.05, -0.23], [0.32, -2.75, -0.15], [-0.55, -1.59, -0.41], [0.09, -0.85, 0.00], [-0.33, -0.08, -0.03], [-0.15, 0.26, 0.02], [0.76, 0.53, 0.60], [0.12, 0.47, -0.02], [0.31, -2.03, -2.38], [0.77, -0.66, -1.02], [-0.96, -0.11, 1.07], [-1.11, 0.56, 0.69], [0.29, 0.08, 0.17], [-0.08, 0.14, -0.52], [0.00, 0.78, -0.05], [0.58, 0.57, 0.21]]}

=====

3.
{"formula": "C9H32N6O7", "method": "ωB97M-V/def2-TZVPD", "homo_ha": -0.302, "lumo_ev": -0.433, "homo_lumo_gap_ev": 7.77, "elements": ["N", "C", "N", "O", "H", "H", "H", "H", "N", "C", "N", "O", "H", "H", "H", "H", "N", "C", "N", "O", "H", "H", "H", "H", "C", "C", "C", "O", "H", "H", "H", "H", "H", "H", "H", "H", "C", "O", "H", "H", "H", "H", "C", "O", "H", "H", "H", "H", "C", "O", "H", "H", "H", "H"], "coordinates": [[-1.261148, -3.686796, -2.915889], [-1.494148, -4.762796, -2.202889], [-2.217148, -4.638796, -1.092889], [-0.968148, -5.935796, -2.617889], [-0.576148, -3.789796, -3.657889], [-1.657148, -2.749796, -2.707889], [-2.320148, -5.485796, -0.551889], [-2.744148, -3.775796, -0.905889], [-0.777148, -1.106796, 1.614111], [-1.137148, -2.049796, 0.789111], [-0.412148, -3.122796, 0.809111], [-2.339148, -2.036796, -0.029889], [-1.416148, -0.323796, 1.649111], [0.156852, -1.047796, 2.060111], [-0.726148, -3.858796, 0.149111], [0.464852, -3.092796, 1.274111], [2.846852, 1.285204, 2.518111], [2.713852, 0.032204, 2.706111], [3.457852, -0.440796, 3.659111], [1.738852, -0.697796, 2.021111], [2.176852, 1.730204, 1.837111], [3.710852, 1.767204, 2.832111], [3.267852, -1.484796, 3.775111], [4.139852, -0.035796, 4.298111], [1.820852, 3.365204, -0.049889], [1.083852, 3.945204, 1.109111], [-0.129148, 4.769204, 0.703111], [0.701852, 3.101204, 1.943111], [2.133852, 4.163204, -0.764889], [1.132852, 2.693204, -0.552889], [2.775852, 2.918204, 0.192111], [1.723852, 4.623204, 1.574111], [-0.439148, 5.264204, 1.565111], [-0.924148, 4.192204, 0.205111], [0.259852, 5.562204, 0.042111], [1.190852, 3.285204, 2.749111], [1.062852, -1.410796, -1.615889], [0.819852, -0.272796, -0.817889], [0.263852, -2.101796, -1.456889], [1.940852, -2.013796, -1.255889], [1.046852, -1.203796, -2.687889], [0.814852, -0.535796, 0.083111], [-1.673148, 1.463204, 0.105111], [-1.779148, 1.492204, 1.466111], [-2.023148, 0.494204, -0.179889], [-0.615148, 1.602204, -0.192889], [-2.241148, 2.265204, -0.330889], [-1.041148, 1.995204, 1.727111], [-1.978148, 0.121204, -3.454889], [-2.327148, -1.046796, -2.725889], [-2.831148, 0.613204, -4.046889], [-1.180148, 0.000204, -4.149889], [-1.677148, 0.807204, -2.663889], [-2.542148, -0.841796, -1.825889]], "forces_ev_per_a": [[0.23, 2.18, -0.97], [2.65, -5.84, -2.40], [-0.70, -0.20, 0.89], [-2.06, 4.42, 2.21], [-0.53, -0.03, 0.27], [0.41, -0.76, -0.21], [-0.39, 0.24, -0.23], [0.55, -0.43, 0.37], [-0.89, 1.41, 0.43], [-6.29, 0.12, -3.13], [0.07, -2.71, -1.65], [5.35, 0.69, 3.73], [0.36, 0.30, 0.31], [-0.83, -0.07, -0.27], [0.73, 0.49, 0.66], [0.58, -0.40, 0.19], [-0.06, 4.97, -2.26], [-5.15, -3.82, -2.67], [0.66, -5.81, 1.99], [5.19, 2.89, 3.31], [1.30, -0.59, 1.00], [-1.26, -0.41, -0.51], [0.75, 2.08, 0.08], [-0.63, 0.29, -0.75], [0.33, 0.89, -1.71], [0.99, 6.04, -6.53], [1.29, 0.36, -2.37], [-2.09, -7.08, 7.21], [-0.56, -0.44, 0.38], [0.38, -0.44, -0.32], [0.03, -0.62, 0.32], [1.46, 1.72, 0.69], [-1.11, 0.67, 1.49], [0.32, 0.20, 0.29], [-0.56, -0.22, -0.14], [-0.62, -0.73, 0.51], [0.22, -1.18, 0.84], [0.43, 1.00, -1.86], [-0.79, -0.52, -0.17], [-0.13, 0.88, -0.72], [0.49, 0.41, 0.28], [0.15, -0.30, 1.32], [0.93, 0.22, -1.56], [-1.23, -0.27, 1.84], [-0.20, -0.52, -0.90], [-0.56, -0.39, -0.20], [-0.56, 0.31, -0.55], [1.31, 1.07, 1.30], [-1.75, 1.34, 1.03], [0.00, -0.51, -1.99], [0.81, -0.94, 0.92], [0.73, -0.65, -0.34], [0.31, 0.66, -0.51], [-0.05, 0.07, 1.05]]}

=====

4.
{"formula": "C9H32N8O7", "method": "ωB97M-V/def2-TZVPD", "homo_ha": -0.326, "lumo_ev": -0.348, "homo_lumo_gap_ev": 8.53, "elements": ["N", "C", "N", "O", "H", "H", "H", "H", "N", "C", "N", "O", "H", "H", "H", "H", "N", "C", "N", "O", "H", "H", "H", "H", "N", "C", "N", "O", "H", "H", "H", "H", "C", "C", "O", "H", "H", "H", "H", "H", "H", "C", "C", "O", "H", "H", "H", "H", "H", "H", "C", "O", "H", "H", "H", "H"], "coordinates": [[-3.854139, -13.792796, 26.316011], [-3.085444, -13.507891, 27.290409], [-2.427205, -12.387524, 27.103396], [-2.858517, -14.207309, 28.476804], [-4.278603, -14.737544, 26.350315], [-3.641307, -13.378793, 25.437889], [-1.839352, -12.172693, 27.898521], [-2.650450, -11.598790, 26.383304], [-4.201888, -10.267877, 28.600456], [-4.492167, -9.232195, 29.292934], [-5.562364, -8.736367, 28.799108], [-3.791786, -8.577107, 30.308884], [-3.313344, -10.752274, 28.961163], [-4.867803, -10.703442, 28.062845], [-5.796933, -7.666766, 28.928065], [-6.087731, -9.180170, 27.976555], [-2.565786, -10.518180, 25.309110], [-1.911465, -9.565915, 25.885503], [-2.561442, -9.065493, 26.881017], [-0.708757, -9.093863, 25.471700], [-2.211951, -10.673682, 24.368848], [-3.602961, -10.637065, 25.490379], [-2.126818, -8.261599, 27.422001], [-3.250836, -9.583686, 27.545930], [-1.568943, -7.516358, 31.226394], [-0.352254, -7.975993, 31.195919], [0.424761, -7.196605, 31.858994], [0.080636, -8.994585, 30.410617], [-2.316940, -8.117029, 30.858371], [-1.962610, -6.601640, 31.653274], [1.361876, -7.549861, 31.908138], [0.103839, -6.501300, 32.535213], [1.036465, -12.694171, 28.674075], [1.542015, -11.674925, 27.659957], [0.608818, -10.574783, 27.620613], [1.553421, -13.695120, 28.561663], [0.040490, -12.927276, 28.499931], [1.072602, -12.323885, 29.722328], [1.600305, -12.163046, 26.682220], [2.506105, -11.285551, 27.911156], [0.583937, -10.152655, 26.780451], [-2.279357, -10.973286, 31.853944], [-1.878409, -11.883968, 30.661642], [-1.808317, -11.092482, 29.518164], [-2.529109, -11.725175, 32.711882], [-3.174955, -10.369536, 31.633771], [-1.374330, -10.337813, 32.094154], [-2.442928, -12.817398, 30.586943], [-0.901666, -12.265772, 30.958189], [-1.015965, -10.563042, 29.601420], [2.621993, -10.054451, 31.323577], [2.565319, -9.713992, 29.902342], [2.021117, -10.935629, 31.419905], [2.006088, -9.316082, 31.919670], [3.607356, -10.241337, 31.645241], [1.696801, -9.468522, 29.580351]], "forces_ev_per_a": [[-4.17, -3.86, -2.40], [3.96, -1.58, 8.50], [0.85, 2.26, 0.03], [-1.77, 2.63, -5.88], [0.37, 1.14, -0.36], [-0.04, -0.12, -0.59], [0.13, 0.48, -0.16], [1.15, -2.89, 1.85], [5.75, -4.12, 2.04], [3.22, 5.01, 5.84], [-6.45, 5.94, -2.07], [-3.71, -3.59, -5.30], [-0.90, -0.13, -0.51], [-1.50, -1.36, -1.12], [0.65, -3.27, 0.05], [1.36, 1.07, 1.94], [-2.89, -2.84, -4.13], [7.18, 5.10, -0.63], [-0.99, 3.18, 5.10], [-5.29, -2.52, 1.29], [-0.40, -0.49, 0.17], [1.79, 0.86, -0.92], [-0.29, -1.62, -1.25], [1.41, 0.73, -2.05], [-4.93, 0.88, -0.06], [0.27, -3.41, -4.48], [4.19, 1.39, 2.27], [-2.36, 3.70, 3.52], [0.26, 0.31, -0.15], [1.70, -2.41, -0.86], [0.50, 0.55, 0.26], [0.24, -0.74, -0.56], [2.02, -0.37, 0.59], [-1.07, -0.06, -0.19], [0.08, -1.08, 1.52], [-0.14, 1.24, 0.37], [-2.02, -0.31, -0.53], [0.38, -0.25, -0.65], [-0.05, 0.09, -0.08], [0.69, 0.09, 0.27], [0.02, 0.65, -1.28], [0.04, -1.80, 1.08], [0.34, 0.15, 2.70], [-0.41, -0.83, -1.01], [0.54, 1.63, -1.07], [0.53, -0.19, 0.18], [-1.29, -0.58, -0.02], [-0.60, 0.60, -0.74], [0.43, 0.01, -0.42], [0.64, 1.01, -0.17], [-3.40, 1.29, -2.00], [2.30, -0.32, 1.04], [-0.12, -0.97, 0.42], [1.31, -0.53, -0.30], [1.17, 0.23, 0.20], [-0.68, 0.02, 0.71]]}